Entry 1:
Entry from the OMol25 dataset: C3H3GaLiO4 as an isolated structure (wB97M-V/def2-TZVPD).

Calculated values
Total charge: +2
E_HOMO (spin up / spin down): -20.016 / -19.999 eV
Total energy: -2348.71080 Ha
LUMO level (spin up / spin down): -10.1 / -14.0 eV
Spin multiplicity: 2
Frontier orbital gap (spin up / spin down): 9.95 / 6.00 eV

Last column: Löwdin charge in e.
Geometry (Å):
C 1.493 0.505 -1.194  -0.101
C 0.232 -0.154 -1.679  -0.052
O -0.523 -0.666 -0.606  -0.118
C -0.903 0.242 0.385  -0.759
O -0.708 -0.216 1.560  -0.049
O -1.503 1.238 0.075  0.266
O 1.778 0.626 -0.021  0.024
H 2.213 0.789 -1.984  0.180
H 0.492 -1.001 -2.329  0.179
H -0.339 0.583 -2.267  0.187
Ga -0.501 -2.109 0.807  1.396
Li 1.037 0.755 1.804  0.848

***

Entry 2:
Entry from the OMol25 dataset: the molecule C3H3I (wB97M-V/def2-TZVPD).

Calculated values
E_HOMO: -8.822 eV
Total energy: -413.61383 Ha
LUMO level: -1.2 eV
Spin multiplicity: 1
Frontier orbital gap: 7.58 eV

Last column: Löwdin charge in e.
Geometry (Å):
C 0.024 -0.363 -0.075  -0.342
C -1.428 -1.055 0.157  -0.539
C 1.078 0.525 0.218  0.002
I -2.988 0.258 -0.073  0.747
H 0.295 -1.023 -0.913  0.057
H 1.965 0.474 -0.379  0.038
H 1.053 1.184 1.066  0.037

***

Entry 3:
Entry from the OMol25 dataset: a 2-piece molecular cluster, C3H3I4N2 overall (wB97M-V/def2-TZVPD).

Calculated values
Total charge: +1
E_HOMO: -11.830 eV
Total energy: -1416.17725 Ha
LUMO level: -4.1 eV
Spin multiplicity: 1
Frontier orbital gap: 7.71 eV

Last column: Löwdin charge in e.
Geometry (Å):
C 0.150 -0.002 -0.001  -0.052
C -1.914 0.312 0.703  -0.799
C -1.744 -1.033 0.452  -0.802
N -0.718 0.915 0.413  0.083
N -0.455 -1.185 0.017  0.082
I -3.541 1.325 1.480  0.943
I -7.521 0.397 0.273  0.051
I -3.080 -2.599 0.671  0.975
I -5.764 0.053 -1.703  0.001
H 1.169 0.179 -0.291  0.165
H -0.536 1.908 0.512  0.176
H -0.039 -2.073 -0.248  0.177

***

Entry 4:
Entry from the OMol25 dataset: the molecule C3H3IN2O (wB97M-V/def2-TZVPD).

Calculated values
E_HOMO (spin up / spin down): -8.211 / -8.210 eV
Total energy: -598.37990 Ha
LUMO level (spin up / spin down): -0.7 / -0.7 eV
Spin multiplicity: 1
Frontier orbital gap (spin up / spin down): 7.52 / 7.52 eV

Last column: Löwdin charge in e.
Geometry (Å):
C -0.210 -0.099 -1.083  -0.591
C -0.584 1.153 -0.695  -0.296
C 0.846 -0.277 1.322  -0.174
N -0.478 1.539 0.634  -0.018
N 0.078 0.641 1.301  0.006
O 1.158 -1.447 1.819  0.083
I -0.496 -0.466 -3.185  0.697
H 0.423 -0.885 -0.687  -0.004
H -1.130 1.991 -1.154  0.104
H 0.395 -2.149 1.728  0.194

***

Entry 5:
Entry from the OMol25 dataset: the molecule C3H3IN2O (wB97M-V/def2-TZVPD).

Calculated values
E_HOMO (spin up / spin down): -7.841 / -7.842 eV
Total energy: -598.40775 Ha
LUMO level (spin up / spin down): -0.5 / -0.5 eV
Spin multiplicity: 1
Frontier orbital gap (spin up / spin down): 7.32 / 7.32 eV

Last column: Löwdin charge in e.
Geometry (Å):
C -0.755 -0.461 -1.301  -0.142
C -0.127 -0.217 -0.040  -0.138
C 0.321 1.280 -2.477  -0.642
N -0.296 0.253 -2.268  -0.095
N 0.699 0.761 0.002  -0.035
O 1.288 1.017 1.228  -0.041
I 2.166 1.494 -3.353  0.766
H -1.532 -1.181 -1.465  0.104
H -0.363 -0.835 0.819  0.123
H 1.814 1.817 1.079  0.101

***

Entry 6:
Entry from the OMol25 dataset: C3H3IN2O2 as an isolated structure (wB97M-V/def2-TZVPD).

Calculated values
E_HOMO (spin up / spin down): -8.081 / -8.414 eV
Total energy: -673.63014 Ha
LUMO level (spin up / spin down): -1.0 / -0.4 eV
Spin multiplicity: 1
Frontier orbital gap (spin up / spin down): 7.10 / 7.99 eV

Last column: Löwdin charge in e.
Geometry (Å):
C -0.746 1.820 -0.831  -0.712
C 0.893 0.333 -0.542  -0.434
C -0.034 -1.540 0.555  -0.037
N -1.291 0.408 0.352  0.176
N -0.224 -0.239 0.150  -0.232
O 1.988 -0.187 -0.594  0.136
O 0.462 1.516 -1.064  -0.024
I -1.196 3.671 -0.064  0.851
H 0.703 -1.707 1.312  0.105
H -0.875 -2.031 0.977  0.099
H 0.320 -2.045 -0.251  0.073

***

Entry 7:
Entry from the OMol25 dataset: C3H3IN2OS as an isolated structure (wB97M-V/def2-TZVPD).

Calculated values
E_HOMO: -8.927 eV
Total energy: -996.67286 Ha
LUMO level: -0.3 eV
Spin multiplicity: 1
Frontier orbital gap: 8.60 eV

Last column: Löwdin charge in e.
Geometry (Å):
C -0.239 0.369 1.441  -0.679
C -2.454 1.983 0.908  -1.111
C 0.331 -0.058 0.162  -0.085
N 0.389 0.995 2.342  -0.143
N 0.820 1.583 3.223  0.244
O -1.771 2.753 0.274  -0.032
S -1.966 0.493 1.730  0.876
I -4.549 2.218 1.601  0.697
H 1.297 -0.565 0.220  0.084
H -0.472 -0.770 -0.007  0.068
H 0.499 0.723 -0.568  0.081

***

Entry 8:
Entry from the OMol25 dataset: C3H3IN2S as an isolated structure (wB97M-V/def2-TZVPD).

Calculated values
E_HOMO: -8.847 eV
Total energy: -921.44305 Ha
LUMO level: 0.2 eV
Spin multiplicity: 1
Frontier orbital gap: 9.09 eV

Last column: Löwdin charge in e.
Geometry (Å):
C -0.961 1.094 0.435  -0.335
C -1.660 1.009 2.276  -0.868
C -0.037 0.073 -0.034  -0.067
N -1.523 2.109 -0.010  -0.283
N -2.410 2.008 2.369  -0.412
S -2.544 2.946 1.022  0.891
I -1.236 -0.435 3.667  0.843
H 0.145 -0.641 0.768  0.047
H -0.465 -0.446 -0.893  0.092
H 0.916 0.519 -0.331  0.092

***

Entry 9:
Entry from the OMol25 dataset: a 2-piece molecular cluster, C3H3IN2S overall (wB97M-V/def2-TZVPD).

Calculated values
E_HOMO: -8.417 eV
Total energy: -921.39771 Ha
LUMO level: -1.3 eV
Spin multiplicity: 1
Frontier orbital gap: 7.15 eV
SMILES: [S-][N+]#CI.CC#N

Last column: Löwdin charge in e.
Geometry (Å):
S -2.530 -0.969 -3.410  0.596
N -2.469 -0.193 -2.066  -0.746
C -2.293 0.456 -1.085  -0.690
I -2.836 0.564 0.908  0.816
C 1.856 0.086 1.361  -0.081
C 1.394 -0.307 0.087  -0.308
N 1.076 -0.627 -0.966  0.155
H 2.860 0.065 1.485  0.039
H 1.509 1.172 1.349  0.115
H 1.433 -0.248 2.338  0.105

***

Entry 10:
Entry from the OMol25 dataset: an isolated ion of composition C3H3INOS and charge -1 (wB97M-V/def2-TZVPD).

Calculated values
Total charge: -1
E_HOMO: -3.404 eV
Total energy: -941.97423 Ha
LUMO level: 2.3 eV
Spin multiplicity: 1
Frontier orbital gap: 5.72 eV
SMILES: [O-]C(=S)[C@H]1CN1I

Last column: Löwdin charge in e.
Geometry (Å):
O -0.888 2.105 -0.635  -0.100
C -1.227 0.946 -0.452  -0.979
S -2.830 0.364 -0.725  0.373
C -0.354 -0.217 0.066  -0.465
C 1.103 -0.155 -0.358  -0.178
N 0.618 0.023 1.015  -0.442
I 1.105 -1.552 2.355  0.642
H -0.801 -1.097 -0.056  0.029
H 1.612 -1.055 -0.403  0.025
H 1.662 0.639 -0.807  0.095

***

One value per record, in order, for F_max: 0.122, 0.086, 0.021, 0.062, 0.021, 0.116, 0.094, 0.090, 0.097, 0.092 Eh/bohr.